A structure of composition C18H34AsBCl4NO3PtSi3 at a distorted geometry, computed with ωB97M-V with the def2-TZVPD basis set.

HOMO energy (spin up / spin down) = -3.5 / -4.8 eV
Gap between HOMO and LUMO (spin up / spin down) = 5.819 / 5.812 eV
Spin multiplicity = 3
Charge = -1
Relative energy (zero: lowest compared OMol25 entry of this formula, charge and spin) = 11.0 kcal/mol
Electronic energy = -165336.4086 eV
LUMO level (spin up / spin down) = 0.0867 / 0.0373 Ha

Each line ends with the Löwdin spin population.
Geometry (Å):
Pt -0.9237 -13.4930 -9.9695  1.220
Cl 1.3712 -18.0775 -14.5664  0.000
C 1.1761 -16.5106 -13.9649  -0.001
C -0.1888 -16.2338 -13.6832  0.001
C -0.4402 -15.0730 -12.9866  0.002
Cl -2.1013 -14.7706 -12.6140  0.045
C 0.6176 -14.2550 -12.4393  0.014
O 0.5391 -13.4993 -11.3956  0.070
C 1.9283 -14.4227 -13.0347  0.003
Cl 3.1101 -13.2979 -12.6656  0.000
C 2.1739 -15.5860 -13.7255  0.001
H -1.0659 -16.8529 -13.9913  0.000
H 3.2139 -15.8251 -13.9357  0.000
Cl -1.9393 -17.2046 -9.8820  0.009
C -2.8207 -16.3574 -8.5554  0.001
C -3.1602 -14.9110 -9.0000  0.030
O -4.3038 -14.6761 -9.4370  0.043
O -2.3148 -13.9421 -8.6231  0.073
H -2.1676 -16.2825 -7.7167  0.000
H -3.7704 -16.9211 -8.3142  0.000
B 2.2927 -15.4602 -7.4685  0.007
C 1.2394 -14.5647 -8.0907  0.045
N 0.4402 -13.9584 -8.6504  0.131
H 2.3363 -16.5046 -8.1033  0.004
H 2.0692 -15.7055 -6.2370  0.000
H 3.4425 -14.9048 -7.5424  0.002
C -1.3677 -8.4499 -12.5467  0.009
Si -0.9339 -10.3397 -12.6610  0.019
C 0.9187 -10.5231 -12.5007  0.000
C -1.7900 -11.1868 -14.1754  0.001
As -2.0702 -11.5827 -10.7557  0.163
Si -4.4059 -11.2873 -11.3341  0.042
C -4.5703 -9.4362 -11.8892  0.022
C -5.0751 -12.7071 -12.3454  0.001
C -5.2912 -11.4700 -9.7406  0.003
Si -1.3277 -10.2086 -8.8523  0.019
C 0.4950 -10.5136 -8.8483  0.003
C -2.2217 -10.8533 -7.3473  0.001
C -1.8749 -8.3567 -8.9152  0.006
H -1.4734 -8.0191 -13.5540  0.001
H -0.6337 -7.9662 -11.9072  0.000
H -2.3027 -8.1308 -11.9959  0.001
H 1.2695 -9.8688 -11.6739  0.000
H 1.4890 -10.1599 -13.3879  0.000
H 1.2488 -11.5446 -12.2419  0.000
H -2.2599 -10.4318 -14.8531  0.000
H -2.6024 -11.8289 -13.8453  0.000
H -1.0009 -11.7373 -14.7288  0.000
H -4.4095 -8.8154 -11.0253  0.000
H -5.6559 -9.3895 -12.1697  0.004
H -4.0396 -9.0331 -12.7596  0.000
H -4.6740 -12.8258 -13.3290  0.000
H -6.1733 -12.5846 -12.4628  0.000
H -5.0064 -13.5705 -11.6519  0.000
H -4.7968 -12.2873 -9.1900  0.000
H -6.2941 -11.8573 -9.8253  0.000
H -5.2620 -10.5971 -9.1081  0.000
H 0.5916 -11.5314 -8.5028  0.001
H 0.9758 -9.8575 -8.0687  0.000
H 0.9162 -10.5061 -9.8550  0.000
H -2.7520 -11.7862 -7.5337  0.000
H -2.9748 -10.1978 -6.9910  0.000
H -1.5288 -10.9736 -6.4978  0.000
H -1.1338 -7.6179 -8.9432  0.000
H -2.4069 -8.2780 -7.9475  0.000
H -2.5353 -8.1490 -9.7401  0.001